1:
This record from the OMol25 dataset describes a cluster of 8 separate species, C5H29N2O7S in total. The level of theory is ωB97M-V with the def2-TZVPD basis set.

Atoms and positions in Å:
C (-0.078, -0.204, -1.769)
N (0.328, -0.631, -0.481)
C (1.594, 0.007, 0.127)
C (1.316, -0.122, 1.594)
C (1.988, 1.063, 2.354)
S (1.984, 0.694, 4.128)
C (-1.578, -0.507, -1.935)
N (-2.229, 0.273, -0.737)
H (0.243, 0.757, -2.014)
H (0.384, -0.783, -2.542)
H (0.197, -1.651, -0.626)
H (1.888, 1.105, -0.217)
H (2.574, -0.641, -0.095)
H (0.238, -0.204, 1.848)
H (1.947, -1.032, 2.026)
H (3.138, 1.050, 2.243)
H (1.286, 1.980, 2.095)
H (1.206, -0.445, 3.960)
H (-1.750, -1.581, -2.024)
H (-1.949, -0.048, -2.920)
H (-1.854, 1.241, -0.734)
H (-3.261, 0.331, -0.566)
H (-1.711, -0.114, 0.062)
H (-3.558, -1.102, 1.234)
H (-4.867, -1.410, 0.327)
O (-4.031, -1.027, 0.393)
H (-1.000, 3.239, 0.238)
H (-2.153, 3.037, 1.420)
O (-1.682, 2.445, 0.707)
H (-1.365, -2.279, 2.845)
H (-2.166, -1.436, 4.064)
O (-2.011, -1.581, 3.116)
H (0.722, -4.353, -0.144)
H (-0.730, -4.782, -0.543)
O (-0.103, -3.968, -0.538)
H (2.512, 1.196, -1.812)
H (1.348, 2.103, -2.390)
O (2.284, 1.906, -2.456)
H (3.585, -1.552, -2.818)
H (3.709, -2.309, -1.673)
O (3.065, -2.011, -2.286)
H (-0.430, 4.790, -1.477)
H (0.884, 4.474, -0.936)
O (0.088, 4.081, -1.045)

Summary:
Total charge: +1
Frontier orbital gap: 8.726 eV

Per-atom Mulliken charges, elementary charge units: C -0.756; N 0.270; C -0.453; C -0.814; C -0.434; S -0.207; C -0.636; N -0.125; H 0.400; H 0.256; H -0.009; H 0.464; H 0.050; H 0.202; H 0.411; H 0.331; H 0.280; H 0.119; H 0.354; H 0.360; H 0.301; H 0.411; H 0.168; H 0.287; H 0.271; O -0.587; H 0.410; H 0.324; O -0.756; H 0.322; H 0.307; O -0.623; H 0.310; H 0.299; O -0.619; H 0.337; H 0.401; O -0.609; H 0.262; H 0.284; O -0.547; H 0.294; H 0.286; O -0.598

2:
This record from the OMol25 dataset describes a cluster of 8 separate species, C5H29N2O7S in total. The level of theory is ωB97M-V with the def2-TZVPD basis set.

Atoms and positions in Å:
C (1.015, -1.416, 0.677)
N (1.491, -0.059, 0.746)
C (2.221, 0.303, 2.037)
C (1.312, 0.565, 3.269)
S (1.318, -0.700, 4.417)
C (3.032, 1.508, 1.723)
C (-0.457, -1.577, 1.117)
N (-1.360, -0.657, 0.361)
H (1.449, -1.785, -0.428)
H (1.559, -2.217, 1.229)
H (0.722, 0.602, 0.535)
H (2.969, -0.481, 2.015)
H (1.732, 1.498, 3.710)
H (0.295, 0.978, 3.141)
H (0.883, -1.607, 3.622)
H (3.579, 2.120, 2.428)
H (2.307, 2.226, 1.285)
H (3.717, 1.345, 0.885)
H (-0.560, -1.540, 2.128)
H (-0.835, -2.533, 0.847)
H (-1.283, 0.395, 0.503)
H (-2.363, -0.766, 0.604)
H (-1.327, -0.815, -0.631)
H (0.384, -3.427, -2.112)
H (0.584, -2.304, -2.989)
O (-0.100, -2.832, -2.594)
H (-2.573, -0.787, -2.783)
H (-1.445, -1.876, -2.775)
O (-1.769, -0.947, -2.415)
H (-1.782, 3.032, 0.328)
H (-0.747, 2.727, 1.326)
O (-1.111, 2.462, 0.535)
H (1.746, 0.029, -3.929)
H (0.650, -0.217, -2.789)
O (1.324, -0.631, -3.250)
H (-2.328, 2.219, -2.153)
H (-3.843, 2.546, -1.651)
O (-2.957, 2.284, -1.481)
H (-4.021, 0.205, -0.918)
H (-4.502, -1.153, -0.642)
O (-3.875, -0.595, -0.407)
H (1.849, 0.729, -1.315)
H (1.825, 1.845, -2.403)
O (1.274, 1.305, -1.803)

Summary:
Total charge: +1
Frontier orbital gap: 8.977 eV

Per-atom Mulliken charges, elementary charge units: C -0.508; N -0.153; C 0.149; C -0.780; S -0.161; C -1.471; C -0.814; N -0.083; H 0.156; H 0.410; H 0.253; H 0.538; H 0.446; H 0.231; H 0.012; H 0.393; H 0.290; H 0.353; H 0.454; H 0.474; H 0.204; H 0.537; H 0.217; H 0.266; H 0.364; O -0.640; H 0.211; H 0.335; O -0.627; H 0.246; H 0.213; O -0.529; H 0.301; H 0.361; O -0.663; H 0.293; H 0.285; O -0.556; H 0.255; H 0.242; O -0.541; H 0.427; H 0.267; O -0.655

Question: which arrangement is favored energetically? Ranking from most to least stable: 2, 1.

1:
This record from the OMol25 dataset describes an isolated molecule of F4NP. The level of theory is ωB97M-V with the def2-TZVPD basis set.

Atoms and positions in Å:
F (1.913, -0.357, -0.411)
N (1.208, 0.332, 0.503)
P (-0.369, -0.060, 0.179)
F (-1.622, -1.109, 0.525)
F (-0.527, -0.249, -1.362)
F (-1.139, 1.238, 0.563)

Summary:
Total charge: 0
SMILES: FN=P(F)(F)F
Frontier orbital gap: 9.886 eV

Per-atom Mulliken charges, elementary charge units: F -0.140; N -0.284; P 1.039; F -0.255; F -0.180; F -0.179

2:
This record from the OMol25 dataset describes an isolated molecule of F4NP. The level of theory is ωB97M-V with the def2-TZVPD basis set.

Atoms and positions in Å:
F (1.626, -0.433, -0.217)
N (0.768, 0.112, 0.662)
F (1.111, 1.438, 0.619)
P (-0.992, 0.248, -0.496)
F (-1.834, -0.308, 0.822)
F (-0.679, -1.056, -1.389)

Summary:
Total charge: 0
SMILES: FN(F)P(F)F
Frontier orbital gap: 9.737 eV

Per-atom Mulliken charges, elementary charge units: F -0.154; N 0.078; F -0.175; P 0.694; F -0.243; F -0.200

Question: which arrangement is favored energetically? Ranking from most to least stable: 1, 2.